Formula: C4H8N2O2
Source: the OMol25 dataset
Level of theory: the ωB97M-V functional and the def2-TZVPD basis

XYZ file:
```
16
Properties=species:S:1:pos:R:3
C 0.60033 -1.97165 -0.86500
C 0.38538 -0.99526 -1.75604
O -0.54722 0.05333 -1.66808
C -1.10675 0.27102 -0.42846
O -2.29155 0.03649 -0.20644
N -0.21190 0.78729 0.52357
C -0.59726 0.86184 1.91652
N 0.99809 1.44005 0.14727
H 0.03240 -2.05881 0.05631
H 1.35778 -2.72727 -1.04498
H 0.92024 -0.91453 -2.69482
H -1.06428 1.82997 2.11054
H -1.30746 0.06274 2.15065
H 0.29022 0.73542 2.54435
H 0.84458 1.87669 -0.76673
H 1.69742 0.71268 -0.01867
```

* Kohn-Sham gap: 10.255 eV
* SMILES: C=COC(=O)N(C)N
* multiplicity: 1
* ΔE to the lowest compared entry with this formula, charge and spin: 2.813 eV



Formula: C88H196O35
Source: the OMol25 dataset
Level of theory: the ωB97M-V functional and the def2-TZVPD basis

XYZ file:
```
319
Properties=species:S:1:pos:R:3
C -3.62601 6.64850 -3.92696
C -4.08622 5.29834 -4.44127
C -4.29813 5.29015 -5.98573
C -4.90955 3.87202 -6.40897
C -5.78933 3.95946 -7.69284
C -5.12562 3.36271 -8.91582
H -3.56900 6.64325 -2.83846
H -4.33351 7.44296 -4.16443
H -2.67351 6.84812 -4.41786
H -3.32568 4.55659 -4.19735
H -5.05683 5.04643 -4.01398
H -3.35482 5.46359 -6.50361
H -4.98643 6.09151 -6.25437
H -4.18822 3.07296 -6.58013
H -5.47936 3.53623 -5.54256
H -6.77055 3.50542 -7.55441
H -6.11436 4.96701 -7.95226
H -5.73652 3.45327 -9.81399
H -4.06133 3.59321 -8.96319
H -4.98568 2.30890 -8.67502
C 0.54641 3.48605 2.01961
C 0.03017 4.80488 2.55519
C -1.29140 4.48716 3.20231
C -1.84266 5.52210 4.24642
C -2.96437 4.84740 5.13525
C -2.45925 4.05296 6.27773
H -0.05275 3.19823 1.15574
H 0.64495 2.73995 2.80811
H 1.55485 3.66494 1.64659
H 0.66115 5.29060 3.29952
H -0.33003 5.56471 1.86164
H -1.33707 3.52034 3.70357
H -1.97885 4.35100 2.36746
H -1.07335 6.07654 4.78387
H -2.36263 6.18514 3.55496
H -3.46921 5.63976 5.68789
H -3.70591 4.31969 4.53548
H -1.79096 3.27529 5.90795
H -2.01128 4.69204 7.03865
H -3.21202 3.39166 6.70683
C 7.25606 -2.01473 5.25736
C 6.32708 -0.97214 4.69346
C 4.94292 -0.98054 5.33414
C 4.87851 -0.31381 6.70020
C 3.96467 -1.06744 7.70515
C 4.32396 -2.49480 8.08429
H 6.74821 -2.97919 5.25519
H 7.52068 -1.82809 6.29815
H 8.20064 -2.18866 4.74198
H 6.72613 0.03784 4.78742
H 6.16381 -1.09903 3.62326
H 4.75106 -2.05231 5.38513
H 4.20537 -0.63272 4.61086
H 5.82622 -0.17549 7.22061
H 4.46583 0.69095 6.60947
H 3.74485 -0.51500 8.61871
H 3.01017 -1.21052 7.19864
H 3.78568 -2.75839 8.99471
H 4.15917 -3.17172 7.24600
H 5.37891 -2.70187 8.26404
C 2.08636 1.91671 6.99285
O 3.10232 2.79928 6.47906
C 2.55720 3.57015 5.41629
C 3.60503 4.45768 4.75830
O 4.34648 5.26273 5.75281
C 4.75237 6.46341 5.18098
C 4.98853 7.52938 6.25788
O 4.14950 8.70141 6.25933
C 3.04147 8.51422 7.19460
H 1.80403 1.12344 6.30067
H 1.25756 2.60059 7.17586
H 2.39279 1.47204 7.93967
H 1.68450 4.14310 5.72971
H 2.08558 2.91359 4.68513
H 3.00194 5.16183 4.18512
H 4.26622 3.84465 4.14582
H 4.10794 6.91310 4.42561
H 5.68910 6.21563 4.68174
H 5.96490 7.94131 6.00264
H 5.13776 7.07156 7.23574
H 3.26094 8.25264 8.22973
H 2.32930 7.79304 6.79358
H 2.53849 9.47949 7.25256
C 3.12287 1.08951 1.01342
O 1.97816 0.43185 0.96997
C 1.34630 0.53093 -0.32645
C 0.39907 -0.68411 -0.37835
O -0.52379 -0.30788 -1.48136
C -1.57454 -1.31566 -1.55930
C -2.52804 -1.03638 -2.74779
O -3.39734 0.22195 -2.79560
C -2.72578 1.39645 -2.78842
H 3.90441 0.59228 0.43892
H 3.56120 1.13982 2.01013
H 3.15671 2.08172 0.56343
H 1.91217 0.57645 -1.25695
H 0.83652 1.49422 -0.34328
H -0.10893 -0.79293 0.57988
H 0.97522 -1.60866 -0.41501
H -2.19955 -1.22300 -0.67111
H -1.21869 -2.34552 -1.58868
H -3.09329 -1.96768 -2.71219
H -2.07119 -1.13773 -3.73222
H -3.38619 2.25798 -2.68988
H -2.30369 1.59035 -3.77449
H -2.01332 1.60593 -1.99053
C 2.93146 -3.22188 -11.43626
O 3.61497 -2.86532 -10.20089
C 3.60531 -3.83464 -9.17564
C 3.87594 -3.03230 -7.89501
O 2.79330 -2.43809 -7.20386
C 2.42174 -1.12370 -7.73990
C 1.20669 -0.51794 -6.93631
O 1.57993 0.33940 -5.83432
C 2.45200 -0.19487 -4.79145
H 3.12198 -2.49848 -12.22904
H 1.84265 -3.17268 -11.44927
H 3.20128 -4.19530 -11.84584
H 4.36013 -4.59398 -9.37999
H 2.65351 -4.32715 -8.97668
H 4.71053 -2.34085 -8.01102
H 4.27112 -3.59518 -7.04937
H 2.05912 -1.10859 -8.76770
H 3.21131 -0.39404 -7.91952
H 0.57690 -1.34989 -6.62113
H 0.57289 0.13215 -7.53945
H 2.11415 -1.09003 -4.26929
H 2.51578 0.55731 -4.00516
H 3.36594 -0.57549 -5.24748
C -6.22183 0.80217 -4.75368
O -6.31320 -0.23831 -5.71225
C -5.50885 0.00286 -6.91149
C -4.16093 -0.69318 -6.76227
O -4.29025 -2.13487 -6.58039
C -3.10317 -2.95862 -6.47355
C -2.24559 -2.89367 -7.81187
O -1.53971 -1.66433 -7.97679
C -0.83553 -1.73339 -9.18529
H -5.14832 0.95767 -4.64647
H -6.75962 0.50097 -3.85470
H -6.71704 1.65019 -5.22670
H -5.47746 1.06820 -7.13986
H -6.05238 -0.56829 -7.66412
H -3.69152 -0.25302 -5.88248
H -3.60403 -0.45471 -7.66841
H -3.39460 -3.97716 -6.21718
H -2.42371 -2.79300 -5.63748
H -2.91794 -3.08048 -8.64922
H -1.61961 -3.78002 -7.70884
H 0.11789 -2.25344 -9.09231
H -0.49563 -0.70471 -9.30531
H -1.45309 -2.04271 -10.02852
C 0.04867 -2.15470 3.38906
O 0.17008 -2.57362 4.73099
C 0.84649 -3.80013 4.96878
C 0.64726 -4.27474 6.40913
O 1.40387 -5.42777 6.56384
C 1.07989 -6.11706 7.74701
C 2.22652 -7.11185 8.20558
O 2.65011 -7.90724 7.04606
C 3.52501 -8.97093 7.31320
H -0.79642 -2.63250 2.89344
H 0.99320 -2.25634 2.85461
H -0.24069 -1.10490 3.34123
H 1.92091 -3.66816 4.84104
H 0.52956 -4.56078 4.25529
H -0.42396 -4.38295 6.57912
H 1.11646 -3.57662 7.10238
H 0.11391 -6.62191 7.73610
H 0.98177 -5.52564 8.65735
H 1.92434 -7.75901 9.02895
H 3.03664 -6.49685 8.59747
H 3.32956 -9.58152 8.19472
H 4.51480 -8.52209 7.39655
H 3.30219 -9.76754 6.60337
C 9.77681 1.17257 -0.70379
O 8.91443 2.38456 -0.48030
C 8.34375 2.32701 0.84949
C 7.49042 3.55930 1.27663
O 6.33015 3.74429 0.38473
C 6.53750 4.19549 -0.94951
C 5.19628 4.66407 -1.61469
O 4.19999 3.58728 -1.61795
C 4.41476 2.48444 -2.53125
H 9.17514 0.27413 -0.84134
H 10.38658 0.99759 0.18258
H 10.42404 1.30243 -1.57116
H 9.17741 2.21110 1.54208
H 7.78079 1.41729 1.05826
H 8.01293 4.50767 1.40183
H 6.92976 3.25964 2.16205
H 7.15191 3.57276 -1.59974
H 7.19499 5.06280 -0.88978
H 5.28004 5.14228 -2.59059
H 4.68263 5.38103 -0.97421
H 3.95140 2.75996 -3.47860
H 3.94095 1.55434 -2.21736
H 5.46589 2.21708 -2.63959
C -5.17579 -2.77057 3.00683
O -5.35482 -4.21596 2.94842
C -4.33965 -4.93391 3.66959
C -4.11925 -6.32459 2.95354
O -3.32456 -6.16724 1.72426
C -1.96737 -5.62696 1.68817
C -0.87890 -6.53737 2.37015
O -0.97381 -6.55873 3.81555
C -0.05890 -7.43780 4.37129
H -5.41548 -2.41207 4.00789
H -5.95363 -2.34374 2.37367
H -4.22123 -2.37408 2.66085
H -4.69380 -5.01195 4.69749
H -3.35502 -4.46893 3.71869
H -5.00429 -6.88041 2.64393
H -3.62078 -7.01676 3.63215
H -1.86977 -4.70581 2.26267
H -1.58606 -5.41959 0.68832
H 0.03067 -6.12170 1.93656
H -1.07981 -7.49277 1.88544
H 0.95121 -7.36357 3.96845
H -0.30796 -8.40972 3.94534
H -0.12494 -7.46082 5.45905
O -0.34614 -3.16134 -4.29918
C 0.03263 -4.29523 -3.98226
O 0.98392 -4.57189 -3.03392
C 1.88709 -3.60566 -2.56914
C 2.89113 -4.24464 -1.65729
C -0.42021 -5.67422 -4.60849
H 1.36808 -2.87502 -1.94874
H 2.45871 -3.16881 -3.38799
H 2.77297 -5.32096 -1.53204
H 2.95323 -3.71300 -0.70776
H 3.88433 -4.17584 -2.10105
H -0.73484 -5.57934 -5.64778
H -1.26493 -6.08182 -4.05313
H 0.31165 -6.48060 -4.56153
O -0.98956 4.20967 -1.67925
C -0.21284 5.03270 -2.25317
O 0.44676 4.93523 -3.37820
C 0.48963 3.88536 -4.27973
C -0.65970 4.13515 -5.30189
C 0.04004 6.36984 -1.53352
H 0.44508 2.89401 -3.82881
H 1.44940 3.96503 -4.79021
H -0.32044 3.87283 -6.30398
H -0.97193 5.16782 -5.45750
H -1.57017 3.57348 -5.09285
H 0.96342 6.78578 -1.93660
H 0.09939 6.15926 -0.46570
H -0.76023 7.07832 -1.74738
O 3.24406 -5.65481 2.81821
C 4.02114 -4.86728 3.29339
O 4.84855 -5.00623 4.37043
C 4.93936 -6.21770 5.07771
C 6.23834 -6.94136 4.63274
C 3.96107 -3.42306 2.79928
H 4.06473 -6.84686 4.91259
H 4.94894 -6.05081 6.15482
H 6.25182 -7.14304 3.56165
H 6.44115 -7.82481 5.23811
H 7.04340 -6.25005 4.88191
H 4.98709 -3.06743 2.89368
H 3.56302 -2.79366 3.59522
H 3.53565 -3.55003 1.80380
O -4.13883 0.39167 1.08477
C -4.17832 1.50078 0.47635
O -5.16906 2.14079 -0.09903
C -6.40772 1.48187 -0.39326
C -7.22706 2.27409 -1.33136
C -2.97971 2.45320 0.83489
H -6.96260 1.40368 0.54167
H -6.22382 0.49085 -0.80816
H -8.06548 1.69668 -1.72089
H -6.61325 2.65033 -2.14977
H -7.65359 3.09809 -0.75933
H -3.17776 3.51422 0.68296
H -2.06193 2.22305 0.29376
H -2.65815 2.19025 1.84264
O -9.27956 -1.89301 2.98451
C -8.81051 -2.77616 2.31452
O -8.31613 -2.73308 1.11695
C -8.35320 -1.53867 0.41998
C -8.54472 -1.73961 -1.18066
C -8.60158 -4.16158 2.99097
H -7.34495 -1.13400 0.50812
H -9.14613 -0.96501 0.89984
H -7.64061 -2.23109 -1.54000
H -8.89830 -0.84628 -1.69551
H -9.30809 -2.51395 -1.25655
H -7.61260 -4.08253 3.44238
H -8.58663 -4.85858 2.15308
H -9.30348 -4.46441 3.76798
O 1.49461 8.89521 0.27105
C 1.94158 8.16500 1.13716
O 1.63565 8.32570 2.46241
C 1.03674 9.54237 2.89340
C 1.54938 9.77388 4.30585
C 2.78416 6.94383 0.84266
H -0.01008 9.49424 2.59349
H 1.49601 10.38179 2.37132
H 2.53760 9.43344 4.61507
H 0.84240 9.39860 5.04574
H 1.59818 10.85013 4.47136
H 3.12068 7.02644 -0.19079
H 2.28837 6.02043 1.14201
H 3.63699 6.85767 1.51598
O -7.76890 -5.33013 -5.59114
C -7.27160 -4.48573 -4.84966
O -6.17066 -4.63595 -3.98819
C -5.59445 -5.98617 -3.81696
C -4.18270 -5.60490 -3.27727
C -7.84885 -3.00616 -4.85684
H -5.49182 -6.53767 -4.75154
H -6.17624 -6.66004 -3.18806
H -3.71836 -4.76580 -3.79534
H -3.39476 -6.35760 -3.25087
H -4.31620 -5.35018 -2.22590
H -8.69311 -2.87559 -5.53381
H -7.04668 -2.29250 -5.04480
H -8.40987 -2.89099 -3.92943
```

* Kohn-Sham gap: 9.524 eV
* multiplicity: 1